ORCA calculation (ωB97M-V with the def2-TZVPD basis set) on the ion C5H9N4 with charge +1 in a non-equilibrium geometry.

Last columns: bonded neighbours and bond lengths (Å).
Positions of all 18 atoms, in Å:
1 C 1.45 1.32 1.11  C2 1.454, H10 1.122, H11 1.047, H12 1.158
2 C 0.96 0.99 -0.22  C1 1.454, N3 1.272, N6 1.545
3 N 1.48 1.28 -1.34  C2 1.272, C4 1.362
4 C 0.92 0.49 -2.31  N3 1.362, C5 1.329, H13 1.040
5 C 0.00 -0.30 -1.77  C4 1.329, N6 1.356, H14 1.117
6 N -0.05 -0.16 -0.42  C2 1.545, C5 1.356, C7 1.380
7 C -0.96 -0.76 0.43  N6 1.380, N8 1.319, N9 1.340
8 N -0.73 -0.55 1.71  C7 1.319, H15 1.081, H16 1.026
9 N -2.07 -1.37 0.00  C7 1.340, H17 0.964, H18 0.985
10 H 1.41 0.32 1.61  C1 1.122
11 H 0.85 1.94 1.71  C1 1.047
12 H 2.50 1.77 0.91  C1 1.158
13 H 1.18 0.46 -3.31  C4 1.040
14 H -0.54 -1.12 -2.29  C5 1.117
15 H 0.18 -0.26 2.22  N8 1.081
16 H -1.50 -0.83 2.33  N8 1.026
17 H -2.45 -1.20 -0.87  N9 0.964
18 H -2.62 -2.02 0.49  N9 0.985

Summary:
relative energy (zero: lowest compared OMol25 entry of this formula, charge and spin) = 32.87 kcal per mole
E = -11284.056 eV
net charge = +1
orbital gap = 8.96 eV